DFT (wB97M-V/def2-TZVPD) results for a structure of composition C2H5N3O at a distorted geometry.

Structure (XYZ):
```
11
Properties=species:S:1:pos:R:3:forces:R:3
C -0.61885 0.64442 0.04450 -0.553 -0.465 2.761
C 0.27556 0.19981 -1.08350 0.148 0.202 0.997
H -1.65281 0.11873 1.77878 3.742 -1.441 -1.066
H 0.19970 -0.78704 1.61750 -3.394 2.039 -0.916
H -1.63254 2.15554 0.90631 0.550 -1.723 -2.587
H 0.50322 0.83312 -1.92651 -1.021 0.123 -0.465
H 1.62379 -2.40909 0.20682 -2.037 5.505 0.466
N -0.70188 -0.23048 1.25247 -1.697 2.126 -0.226
N -1.31126 1.73226 -0.07327 0.680 0.274 1.907
N 1.09793 -0.76380 -1.04755 0.513 -0.554 2.058
O 1.17811 -1.26782 0.34120 3.070 -6.087 -2.928
```
Forces are in eV/Å.

Charge: 0
Electronic energy: -318.54443 Ha
ΔE to the lowest compared entry with this formula, charge and spin: 541.0 kJ/mol
E_HOMO: -9.1 eV
Orbital gap: 9.363 eV

Here are the Mulliken charges for atoms 1 to 4, given in e: 0.480, -0.036, 0.221, 0.290


DFT (wB97M-V/def2-TZVPD) results for a structure of composition H10KO5 at a distorted geometry.

Structure (XYZ):
```
16
Properties=species:S:1:pos:R:3:forces:R:3
K 0.91653 0.03905 -3.17627 0.096 -0.001 -0.145
O -2.44049 -0.78287 -1.65666 0.622 -0.834 -0.734
H -2.39809 -1.17335 -2.58051 -0.176 1.416 1.625
H -2.20273 0.15441 -1.56840 -0.400 -0.464 -0.941
O -0.02096 -1.94792 1.70326 -0.598 0.501 -2.598
H -0.37462 -1.75375 0.76649 0.591 -0.888 2.316
H 0.20464 -1.06254 2.02469 -0.156 -0.298 0.459
O 1.73678 1.47542 -1.17485 -0.356 0.083 1.930
H 2.22868 0.98174 -0.46373 -0.273 0.668 -0.769
H 1.25403 2.14269 -0.61338 0.674 -0.684 -0.956
O 1.79077 0.20472 1.65150 1.112 -1.525 -1.392
H 1.03452 0.44344 1.12380 -0.796 0.749 0.205
H 2.03081 -0.65442 1.19633 0.005 1.012 1.247
O -1.01582 0.69200 1.24384 -0.568 0.814 -0.507
H -1.86564 1.12644 1.03049 0.510 -0.175 0.478
H -0.87841 0.11493 0.49341 -0.286 -0.374 -0.218
```
Forces are in eV/Å.

Charge: +1
Electronic energy: -981.89814 Ha
ΔE to the lowest compared entry with this formula, charge and spin: 248.5 kJ/mol
E_HOMO: -14.1 eV
Orbital gap: 9.524 eV

Here are the Mulliken charges for atoms 1 to 4, given in e: 0.947, -0.608, 0.310, 0.307


DFT (wB97M-V/def2-TZVPD) results for an isolated molecule of C3H7NS2 at a distorted geometry.

Structure (XYZ):
```
13
Properties=species:S:1:pos:R:3:forces:R:3
C -0.23306 -1.09532 0.93899 -0.602 -1.768 1.767
C -0.66980 0.37297 0.43190 -1.997 -0.935 3.014
N 0.02410 0.72971 -0.77557 -0.907 -1.232 0.665
S -0.51877 -0.25619 -2.03739 0.217 -2.026 -0.562
C 1.21078 1.38612 -0.73809 -0.641 0.066 -3.782
S 1.83955 2.03609 0.55022 1.281 0.864 1.522
H 0.73629 -1.20512 1.67211 -2.121 0.808 -2.307
H -0.11204 -1.78417 -0.02803 -0.056 1.174 2.892
H -1.09176 -1.61685 1.68577 2.039 1.523 -2.378
H -0.51450 1.08522 1.28005 0.445 -0.412 -0.964
H -1.84188 0.44993 0.31534 2.384 -0.525 -0.378
H -0.36769 -1.67675 -1.45857 -0.037 2.945 -1.384
H 1.53879 1.57435 -1.83674 -0.006 -0.482 1.895
```
Forces are in eV/Å.

Charge: 0
Electronic energy: -969.53156 Ha
ΔE to the lowest compared entry with this formula, charge and spin: 277.7 kJ/mol
SMILES string: CCN(S)C=S
E_HOMO: -8.7 eV
Orbital gap: 8.896 eV

Here are the Mulliken charges for atoms 1 to 4, given in e: -0.587, -0.595, -0.021, -0.118


DFT (wB97M-V/def2-TZVPD) results for a cluster of 2 separate species, C6H14N2O2 in total at a distorted geometry.

Structure (XYZ):
```
24
Properties=species:S:1:pos:R:3:forces:R:3
C 2.15041 0.37550 2.82770 0.639 0.617 -0.056
C 2.86792 -0.23213 1.59232 -1.510 0.094 0.908
C 2.03417 -0.03495 0.35486 -0.180 -0.045 -1.144
N 2.69419 0.01631 -0.84073 0.993 0.133 -0.016
O 0.82001 0.00547 0.35237 0.049 0.412 0.523
H 2.45714 1.39232 3.08330 0.378 -0.105 -0.084
H 2.33296 -0.27086 3.68042 -0.075 0.135 0.206
H 1.08985 0.47726 2.66296 -0.366 -0.442 -0.195
H 3.88648 0.10097 1.44906 0.235 -0.159 0.140
H 2.77324 -1.28877 1.83948 0.689 -0.303 -0.561
H 2.25705 0.38732 -1.66371 -0.532 -0.154 0.047
H 3.69805 -0.01005 -0.90422 -0.014 0.032 0.320
C -1.75540 -1.39210 0.45380 -0.171 0.933 -1.866
C -1.52936 -0.93092 -1.04325 -1.777 0.497 1.048
C -2.28462 0.36441 -1.38351 0.528 -0.533 0.708
N -2.66169 1.15125 -0.33334 -0.907 1.273 -0.134
O -2.56287 0.67928 -2.52074 -0.079 -0.040 -0.234
H -1.14483 -0.93543 1.21302 0.301 -0.054 0.126
H -1.71910 -2.46185 0.40467 0.350 -0.587 0.627
H -2.80100 -1.11584 0.58012 -0.067 -0.209 0.561
H -0.56250 -0.74218 -1.48808 0.412 -0.775 0.341
H -2.12236 -1.71857 -1.51106 0.499 0.218 -1.001
H -3.19090 1.96779 -0.60758 0.127 -0.079 -0.179
H -2.33672 1.23093 0.61239 0.480 -0.859 -0.085
```
Forces are in eV/Å.

Charge: 0
Electronic energy: -497.02317 Ha
ΔE to the lowest compared entry with this formula, charge and spin: 90.2 kJ/mol
SMILES string: CCC(N)=O.CCC(N)=O
E_HOMO: -9.2 eV
Orbital gap: 9.901 eV

Here are the Mulliken charges for atoms 1 to 4, given in e: -1.051, -0.272, 0.394, -0.404


DFT (wB97M-V/def2-TZVPD) results for a structure of composition C29H29BF4FeN6PS.

Structure (XYZ):
```
72
Properties=species:S:1:pos:R:3:forces:R:3
Fe -0.92341 0.40200 0.65335 -0.338 -0.047 0.076
C -5.66989 -0.96981 -3.68983 0.009 0.005 0.007
C -4.62745 -1.65380 -2.81952 0.038 -0.031 0.007
N -3.30638 -1.03379 -2.90928 -0.002 0.075 -0.017
C -2.83665 -0.02027 -2.14188 -0.180 0.035 0.173
S -4.15027 0.88900 -1.21033 -0.098 -0.122 -0.073
N -1.62538 0.35692 -2.17082 0.138 -0.037 -0.103
N -1.21343 1.15407 -1.11769 0.144 0.142 0.262
C -0.70219 2.36671 -1.33483 -0.115 -0.190 -0.181
C -0.65489 3.00448 -2.68701 0.034 0.035 0.005
C -0.24804 2.99433 -0.16240 0.119 0.036 0.302
C 0.29875 4.30348 -0.09632 -0.069 -0.115 -0.158
C 0.69827 4.82268 1.09640 0.004 -0.045 0.218
C 0.55764 4.04498 2.27811 0.035 0.130 -0.186
C 0.03958 2.78413 2.16126 -0.049 -0.049 -0.041
N -0.35128 2.23425 0.99778 0.068 0.116 -0.066
H -6.62547 -1.48929 -3.60968 -0.001 -0.005 0.002
H -5.36260 -0.96776 -4.73599 0.005 0.000 0.003
H -5.82828 0.06468 -3.38185 -0.005 0.009 0.000
H -4.49487 -2.68563 -3.14261 0.005 -0.006 0.012
H -4.94023 -1.69760 -1.77649 -0.014 0.013 0.018
H -2.55937 -1.60486 -3.27069 -0.001 0.004 -0.047
H -1.00132 2.30464 -3.44385 0.001 -0.008 0.011
H 0.36369 3.30575 -2.94144 -0.001 0.004 0.009
H -1.28389 3.89709 -2.72966 -0.005 -0.004 0.003
H 0.39370 4.87512 -1.01050 0.001 0.004 0.015
H 1.11496 5.82031 1.14608 -0.001 -0.001 0.003
H 0.84745 4.42448 3.24649 0.003 0.007 0.002
H -0.06473 2.15619 3.03766 -0.006 -0.009 0.010
N -0.84931 -0.39570 2.57716 0.114 0.077 0.033
C 0.46674 -0.43348 3.17291 -0.088 -0.011 -0.022
C 0.65625 -0.37593 4.54527 -0.010 -0.005 0.006
C 1.94431 -0.37492 5.06072 0.006 -0.004 -0.012
C 3.04204 -0.43673 4.21207 -0.007 0.002 0.011
C 2.84953 -0.49427 2.84023 0.006 -0.002 0.025
C 1.56258 -0.49332 2.31462 0.040 0.056 -0.043
P 1.14719 -0.44238 0.54868 -0.197 0.115 -0.157
C 1.24280 -2.14846 -0.04682 0.076 -0.032 0.047
C 0.67153 -2.41870 -1.28891 -0.019 -0.034 -0.009
C 0.72759 -3.70000 -1.81191 -0.009 0.023 0.010
C 1.33873 -4.71788 -1.09364 0.012 -0.017 0.016
C 1.89826 -4.45539 0.14837 -0.002 0.000 -0.013
C 1.85585 -3.17100 0.67147 -0.038 0.009 -0.039
C 2.55372 0.39461 -0.24320 0.058 -0.049 0.071
C 2.79869 1.73590 0.05704 0.097 -0.078 -0.051
C 3.85787 2.40075 -0.53866 -0.015 0.009 -0.002
C 4.67921 1.73785 -1.44160 0.012 0.016 0.009
C 4.44520 0.40447 -1.73779 -0.020 -0.010 -0.016
C 3.38722 -0.26814 -1.13971 0.012 0.031 -0.059
H -1.21012 -1.34651 2.43896 -0.004 -0.004 0.003
H -1.51881 0.07470 3.17995 0.019 0.021 -0.005
H -0.20125 -0.32773 5.20603 0.003 -0.002 0.002
H 2.09059 -0.32170 6.13156 0.002 0.000 0.002
H 4.04444 -0.42597 4.61871 0.001 -0.002 0.003
H 3.70005 -0.51108 2.16877 -0.001 -0.008 0.002
H 0.16285 -1.62797 -1.83054 0.000 0.008 0.002
H 0.27034 -3.91066 -2.76957 0.005 -0.006 -0.010
H 1.36603 -5.72200 -1.49665 -0.001 -0.002 0.002
H 2.36388 -5.25163 0.71444 -0.001 -0.003 -0.002
H 2.28985 -2.97128 1.64317 0.000 0.004 0.002
H 2.17752 2.25816 0.76814 -0.076 0.055 0.072
H 4.03737 3.44075 -0.29721 0.000 -0.001 -0.004
H 5.50312 2.26081 -1.91023 -0.001 0.000 0.002
H 5.08518 -0.11806 -2.43701 0.002 -0.002 0.002
H 3.21000 -1.30899 -1.37905 0.012 0.021 0.011
F -3.88121 -2.13370 0.55492 0.017 -0.018 -0.017
B -2.55373 -2.51744 0.47585 -0.023 0.049 -0.053
F -2.03185 -2.86213 1.72841 -0.010 -0.050 0.042
F -2.34510 -3.48930 -0.47507 0.005 -0.009 0.014
F -1.78841 -1.32504 0.04472 -0.028 -0.152 -0.060
N -3.28220 0.88285 1.49405 -0.008 -0.050 -0.028
C -3.60854 0.82418 0.38685 0.336 0.111 -0.052
```
Forces are in eV/Å.

Charge: 0
2S+1: 2
Electronic energy: -3878.84323 Ha
Expectation value of S²: 0.920
ΔE to the lowest compared entry with this formula, charge and spin: 13.4 kJ/mol
E_HOMO (alpha / beta): -5.5 / -8.0 eV
Orbital gap (alpha / beta): 6.114 / 8.279 eV

Here are the Mulliken charges for atoms 1 to 4, given in e: -0.055, -1.135, -0.513, -0.129


DFT (wB97M-V/def2-TZVPD) results for an isolated molecule of CH2N2O2S at a distorted geometry.

Structure (XYZ):
```
8
Properties=species:S:1:pos:R:3:forces:R:3
C -0.61874 -0.79609 -0.54214 0.966 2.174 1.313
N 0.43566 -1.18789 0.10256 1.122 0.801 1.561
N -0.96503 0.46423 -0.37996 3.583 -1.951 2.786
O 1.82547 1.00717 -0.12399 -0.967 -0.296 -0.149
O 1.05290 0.61084 2.11773 -1.774 -0.919 -1.862
S 0.84211 0.36426 0.69973 1.442 0.286 0.084
H -0.96660 -1.52834 -1.14439 -1.999 -1.902 -2.172
H -1.60578 1.06582 -0.72955 -2.373 1.807 -1.560
```
Forces are in eV/Å.

Charge: 0
Electronic energy: -697.37839 Ha
ΔE to the lowest compared entry with this formula, charge and spin: 453.1 kJ/mol
E_HOMO: -10.4 eV
Orbital gap: 9.592 eV

Here are the Mulliken charges for atoms 1 to 4, given in e: 0.191, -0.418, -0.395, -0.438


DFT (wB97M-V/def2-TZVPD) results for a structure of composition C14H46F3O12Y at a distorted geometry.

Structure (XYZ):
```
76
Properties=species:S:1:pos:R:3:forces:R:3
Y -18.37707 -16.78431 -6.65227 0.021 4.343 0.584
C -17.84344 -13.14993 -5.99036 -0.124 -2.154 2.800
O -18.82252 -13.13874 -4.94341 -0.215 -0.865 -0.910
O -17.79902 -14.51719 -6.37432 -0.718 -1.156 -1.238
C -18.10592 -12.04938 -7.01695 -0.879 -0.153 -1.034
F -17.11530 -11.96041 -7.89136 0.705 -0.424 -0.486
F -19.24465 -12.27795 -7.69503 0.260 -0.331 -0.055
F -18.21719 -10.80861 -6.51656 -0.068 -0.332 0.733
C -18.94553 -12.07412 -4.03903 0.347 1.685 -0.082
C -19.86791 -12.48566 -2.94885 -1.033 -0.489 -0.174
H -19.64851 -13.49963 -2.61442 -0.115 0.063 0.241
H -20.01578 -11.79454 -2.11904 0.604 0.031 -0.056
H -20.81880 -12.44254 -3.47991 -0.470 -0.698 0.445
H -19.47078 -11.25719 -4.53384 0.457 0.391 -0.103
H -17.99100 -11.69884 -3.67004 0.364 -0.148 -0.130
H -16.89868 -12.95549 -5.48271 0.454 0.514 -0.347
C -15.92555 -14.21159 -2.45428 -0.597 -1.226 -1.922
O -15.62565 -13.49114 -1.33614 0.155 1.003 0.907
H -15.12333 -14.91534 -2.67627 -0.005 -0.153 0.099
H -16.87554 -14.74513 -2.42332 -0.195 -0.544 0.779
H -16.12459 -13.67887 -3.38418 0.590 0.888 -0.096
H -15.84224 -12.56719 -1.48107 0.008 0.063 0.174
C -15.04279 -14.86154 -8.29247 -0.900 0.328 1.024
O -14.00282 -15.48743 -8.95471 0.247 -0.450 -0.463
H -15.96533 -15.44192 -8.30606 -0.158 -0.624 -0.629
H -14.87293 -14.79614 -7.21777 0.359 0.344 0.103
H -15.36949 -13.89386 -8.67320 0.360 0.169 -0.120
H -13.37502 -14.84496 -9.29337 -0.056 0.060 -0.005
C -15.55807 -9.97750 -4.56372 0.897 -1.419 0.822
O -15.72021 -8.72044 -4.01001 -0.400 1.345 0.014
H -15.50600 -10.68451 -3.73574 -0.239 -0.564 0.312
H -16.39560 -10.30423 -5.18008 0.247 0.478 -0.328
H -14.56473 -10.09426 -4.99699 -0.335 0.013 -0.830
H -14.85907 -8.29641 -3.99488 -0.139 0.162 0.063
C -18.07629 -12.11710 -10.94199 -0.043 0.605 1.086
O -17.68618 -12.59594 -12.17724 -0.080 -0.508 -1.323
H -19.15477 -12.15252 -10.78789 -0.096 -0.153 0.117
H -17.54579 -12.68350 -10.17658 -0.189 0.088 0.433
H -17.81762 -11.06178 -10.85543 0.198 -0.030 -0.043
H -18.30488 -13.30062 -12.38279 0.212 -0.070 -0.405
C -21.62554 -11.74353 -6.36671 0.254 0.446 0.770
O -22.64040 -11.52275 -5.36544 0.250 -0.099 -0.778
H -20.87199 -10.95600 -6.36008 -0.108 0.372 0.216
H -21.04551 -12.63871 -6.14238 -0.303 -0.341 -0.310
H -22.02395 -11.70977 -7.38073 -0.357 -0.395 0.224
H -22.41483 -12.02791 -4.58089 -0.003 0.090 -0.039
C -19.86000 -8.38781 -4.35174 -0.520 0.353 -1.869
O -20.00682 -7.04218 -3.93816 -0.001 -0.314 0.655
H -18.83267 -8.69276 -4.55093 0.246 -0.216 0.970
H -20.50483 -9.07483 -3.80374 0.553 0.225 0.740
H -20.28507 -8.47658 -5.35151 -0.301 -0.009 -0.476
H -19.36680 -6.49630 -4.40075 0.048 -0.074 -0.023
C -19.67612 -8.31990 -8.90775 -1.232 -0.136 -0.678
O -19.55240 -9.75414 -9.24420 0.008 2.249 0.627
H -20.65708 -7.93412 -9.18524 -0.465 -0.819 -0.092
H -19.63801 -8.08343 -7.84439 0.603 -0.391 0.090
H -19.08828 -7.63064 -9.51396 0.932 -0.502 0.167
H -18.66327 -9.95078 -8.94025 0.122 -0.321 -0.087
C -19.55814 -16.76667 -1.13539 0.786 -0.146 0.167
O -20.03929 -17.61815 -2.18288 -0.375 0.188 0.203
H -18.46884 -16.78957 -1.10397 0.123 0.234 -0.173
H -19.89778 -15.73498 -1.22683 -0.094 -0.003 -0.218
H -19.83063 -17.12097 -0.14125 -0.527 -0.301 -0.288
H -19.37007 -17.70404 -2.86579 0.136 0.055 0.306
C -13.52868 -12.80312 -5.69629 -0.165 0.136 -0.048
O -13.12055 -11.54764 -6.31672 -0.500 -1.549 0.845
H -14.49800 -13.16454 -6.03967 -0.120 0.281 -0.513
H -12.81508 -13.60711 -5.87645 0.203 0.101 -0.060
H -13.68236 -12.75917 -4.61808 0.510 0.756 0.065
H -12.72079 -11.84025 -7.13902 0.127 0.373 -0.170
C -21.17236 -15.77368 -4.93715 0.550 -0.038 2.172
O -20.64014 -16.20617 -6.18909 0.139 -0.353 -1.078
H -21.76077 -16.54047 -4.43325 0.027 -0.243 -0.392
H -20.27603 -15.61811 -4.33675 -0.297 0.371 0.336
H -21.76849 -14.86128 -4.95291 0.317 0.052 -0.628
H -21.26809 -15.91677 -6.85508 0.005 -0.115 -0.588
```
Forces are in eV/Å.

Charge: +1
2S+1: 2
Electronic energy: -1801.26644 Ha
Expectation value of S²: 0.751
E_HOMO (alpha / beta): -11.6 / -11.7 eV
Orbital gap (alpha / beta): 6.774 / 6.220 eV

Here are the Mulliken charges for atoms 1 to 4, given in e: 0.805, 0.374, -0.107, 0.098


DFT (wB97M-V/def2-TZVPD) results for an isolated molecule of C3H8N6 at a distorted geometry.

Structure (XYZ):
```
17
Properties=species:S:1:pos:R:3:forces:R:3
H -1.21408 -2.59720 0.54886 -0.938 1.494 -1.930
N -1.71349 -1.99534 -0.22138 1.073 -2.342 2.263
C -1.43241 -0.78292 -0.20341 -0.305 1.486 -0.541
N -0.44480 -0.07076 0.66567 -3.362 2.305 -3.998
C 0.38066 -0.66013 1.48859 0.662 -4.497 4.108
N 0.12043 -1.71864 2.25977 3.930 3.449 -1.615
H -0.80528 -1.97165 2.27599 -2.821 -0.631 -0.231
N -0.08942 1.25849 0.22291 0.294 0.015 0.906
C 0.83330 1.35869 -0.89238 1.004 -0.152 -0.176
N 1.03940 0.09534 -1.52786 -4.290 0.137 -0.782
N 1.43351 2.43088 -1.28718 -1.356 -1.793 0.562
H 1.02917 3.16446 -0.73332 0.284 0.946 0.430
H -2.04834 -0.24044 -1.04624 1.734 0.202 2.047
H 1.34601 -0.17962 1.56591 0.331 -0.146 -0.003
H 0.09437 1.87154 1.08480 -0.294 -1.168 -2.146
H -0.09169 -0.20450 -1.79663 4.578 0.642 0.548
H 1.56265 0.24180 -2.40410 -0.524 0.053 0.557
```
Forces are in eV/Å.

Charge: 0
Electronic energy: -447.53379 Ha
ΔE to the lowest compared entry with this formula, charge and spin: 165.1 kJ/mol
SMILES string: [H]/N=C\N(/C=N\[H])N/C(N)=N\[H]
E_HOMO: -9.4 eV
Orbital gap: 9.991 eV

Here are the Mulliken charges for atoms 1 to 4, given in e: 0.278, -0.569, -0.243, 0.012